No. 1
This record from the OMol25 dataset describes a 14-piece molecular cluster, C81H202N14O overall at a distorted geometry. The level of theory is ωB97M-V/def2-TZVPD.

Its largest force on an atom is 2.94 eV/A. The orbital gap comes out at 8.07 eV. For the energy relative to the best compared isomer or geometry (same formula, charge and spin), the calculation gives 54.26 kcal per mole. The calculation puts the HOMO energy at -7.9 eV. For the total energy, the calculation gives -110174.23715 eV.

```
! RIJCOSX wB97M-V def2-TZVPD def2/J DEFGRID3
* xyz 0 1
C 6.613 -11.699 2.320
C 5.379 -11.194 1.632
N 4.416 -10.680 2.621
C 3.402 -9.905 1.918
C 4.000 -8.648 1.265
C 3.789 -11.746 3.434
C 3.033 -11.145 4.594
H 6.437 -12.475 3.065
H 7.102 -10.969 2.966
H 7.282 -12.085 1.551
H 5.738 -10.500 0.872
H 4.812 -11.992 1.151
H 2.877 -10.492 1.165
H 2.604 -9.611 2.600
H 3.214 -7.997 0.882
H 4.620 -8.079 1.957
H 4.670 -8.834 0.426
H 4.557 -12.398 3.851
H 3.125 -12.422 2.896
H 2.133 -10.587 4.333
H 3.657 -10.547 5.259
H 2.638 -11.971 5.186
C -3.761 -4.547 -2.515
C -4.776 -5.363 -3.270
N -5.313 -4.726 -4.441
C -6.117 -3.512 -4.176
C -7.167 -3.683 -3.091
C -4.476 -4.396 -5.541
C -3.706 -5.629 -6.127
H -3.336 -5.156 -1.716
H -4.264 -3.646 -2.163
H -2.957 -4.229 -3.178
H -4.364 -6.338 -3.529
H -5.566 -5.709 -2.603
H -5.401 -2.715 -3.974
H -6.680 -3.267 -5.076
H -7.802 -2.801 -3.002
H -7.782 -4.579 -3.180
H -6.707 -3.833 -2.114
H -3.806 -3.601 -5.215
H -4.960 -3.976 -6.422
H -3.047 -5.990 -5.337
H -3.114 -5.333 -6.992
H -4.377 -6.429 -6.441
C 2.740 0.044 7.671
C 3.518 1.046 6.761
N 4.872 1.441 7.177
C 4.859 2.077 8.519
C 6.232 2.425 9.130
C 5.551 2.390 6.214
C 5.942 1.592 4.926
H 3.397 -0.595 8.262
H 2.223 -0.677 7.037
H 2.045 0.466 8.396
H 3.502 0.659 5.742
H 2.761 1.818 6.620
H 4.335 3.018 8.355
H 4.325 1.521 9.289
H 6.112 2.405 10.213
H 7.108 1.850 8.831
H 6.512 3.461 8.940
H 6.444 2.856 6.630
H 4.892 3.221 5.966
H 6.758 2.098 4.409
H 5.168 1.512 4.163
H 6.434 0.654 5.179
C 5.217 -4.811 -7.612
C 5.592 -3.608 -6.764
N 6.919 -3.767 -6.164
C 7.329 -2.475 -5.562
C 8.799 -2.466 -5.092
C 7.044 -4.880 -5.140
C 6.099 -4.752 -3.948
H 6.083 -4.970 -8.254
H 4.402 -4.550 -8.287
H 4.979 -5.687 -7.009
H 5.684 -2.745 -7.424
H 4.850 -3.338 -6.013
H 6.685 -2.028 -4.804
H 7.303 -1.763 -6.387
H 8.960 -3.008 -4.161
H 9.165 -1.446 -4.971
H 9.415 -2.959 -5.844
H 6.831 -5.814 -5.659
H 8.084 -4.952 -4.821
H 6.284 -5.603 -3.292
H 6.214 -3.783 -3.463
H 5.094 -4.876 -4.350
C 7.437 3.049 -4.209
C 6.848 3.684 -2.938
N 6.253 2.687 -2.043
C 5.256 3.233 -1.084
C 3.946 3.483 -1.869
C 7.362 1.950 -1.366
C 6.958 0.568 -0.763
H 7.883 3.844 -4.806
H 6.632 2.729 -4.871
H 8.220 2.310 -4.042
H 7.599 4.316 -2.463
H 6.029 4.304 -3.301
H 5.008 2.582 -0.246
H 5.543 4.149 -0.568
H 4.039 4.285 -2.601
H 3.619 2.607 -2.431
H 3.108 3.826 -1.264
H 7.818 2.634 -0.650
H 8.129 1.645 -2.077
H 7.862 0.002 -0.537
H 6.579 -0.138 -1.501
H 6.183 0.554 0.004
C -3.050 -0.947 7.093
C -3.287 -2.235 7.864
N -3.646 -1.932 9.257
C -4.384 -3.021 9.886
C -3.588 -4.195 10.466
C -2.613 -1.307 10.078
C -3.276 -0.762 11.395
H -3.677 -0.136 7.464
H -3.326 -1.079 6.047
H -1.982 -0.748 7.175
H -4.059 -2.773 7.314
H -2.434 -2.906 7.763
H -5.033 -2.650 10.681
H -5.091 -3.366 9.132
H -2.853 -4.440 9.700
H -3.095 -3.880 11.386
H -4.137 -5.094 10.748
H -2.218 -0.445 9.540
H -1.772 -1.954 10.325
H -2.606 -0.047 11.874
H -3.515 -1.574 12.081
H -4.124 -0.154 11.080
C -5.497 7.046 1.215
C -6.106 6.439 -0.022
N -5.081 6.127 -1.072
C -3.999 5.228 -0.654
C -2.798 5.196 -1.731
C -5.843 5.633 -2.295
C -6.390 6.858 -3.079
H -6.287 7.256 1.935
H -4.882 7.925 1.018
H -4.915 6.327 1.791
H -6.656 5.530 0.219
H -6.874 7.081 -0.453
H -3.566 5.548 0.294
H -4.365 4.227 -0.426
H -2.458 6.202 -1.975
H -1.871 4.758 -1.360
H -3.132 4.803 -2.691
H -6.606 4.904 -2.021
H -5.184 5.120 -2.996
H -6.836 6.575 -4.033
H -5.559 7.550 -3.214
H -7.190 7.383 -2.557
C -9.435 1.664 -5.130
C -8.916 2.590 -6.238
N -7.832 2.038 -7.085
C -7.534 3.019 -8.113
C -8.581 3.097 -9.257
C -6.623 1.682 -6.315
C -5.644 0.859 -7.138
H -9.744 0.690 -5.510
H -10.359 2.092 -4.739
H -8.775 1.564 -4.269
H -9.765 2.758 -6.900
H -8.655 3.554 -5.802
H -6.564 2.794 -8.556
H -7.427 3.999 -7.648
H -8.095 3.740 -9.990
H -9.488 3.661 -9.038
H -8.825 2.124 -9.683
H -6.113 2.538 -5.874
H -7.001 1.085 -5.485
H -6.145 0.016 -7.614
H -5.188 1.468 -7.918
H -4.830 0.470 -6.527
C 2.811 6.565 3.235
C 2.480 7.896 3.874
N 3.553 8.227 4.822
C 3.311 7.579 6.140
C 4.618 7.579 6.917
C 3.697 9.708 4.981
C 4.334 10.368 3.780
H 2.957 5.803 4.001
H 3.754 6.683 2.701
H 1.979 6.261 2.600
H 2.378 8.620 3.066
H 1.549 7.902 4.441
H 2.510 8.058 6.703
H 3.014 6.537 6.017
H 4.950 8.550 7.285
H 4.533 6.943 7.798
H 5.384 7.164 6.261
H 4.343 9.929 5.831
H 2.774 10.214 5.267
H 3.791 10.393 2.835
H 5.252 9.845 3.513
H 4.597 11.365 4.135
C 0.154 5.017 -6.759
C 0.677 5.182 -8.195
N 1.219 6.587 -8.346
C 2.241 7.008 -7.369
C 3.427 6.027 -7.378
C 1.570 6.946 -9.697
C 1.781 8.475 -9.946
H -0.525 4.170 -6.652
H -0.446 5.871 -6.445
H 0.980 4.809 -6.078
H 1.410 4.396 -8.379
H -0.179 5.130 -8.867
H 2.602 8.020 -7.554
H 1.716 7.066 -6.416
H 4.011 5.980 -8.297
H 4.138 6.330 -6.609
H 3.186 5.005 -7.086
H 0.762 6.600 -10.341
H 2.430 6.364 -10.029
H 2.785 8.811 -9.686
H 1.030 9.013 -9.367
H 1.707 8.583 -11.028
C 1.970 -1.834 -0.363
C 0.441 -1.648 -0.429
N -0.044 -0.313 -0.068
C 0.067 -0.220 1.409
C -0.184 1.162 1.861
C -1.443 -0.066 -0.488
C -1.593 -0.074 -2.011
H 2.324 -2.731 -0.870
H 2.310 -1.878 0.672
H 2.419 -0.972 -0.856
H 0.163 -1.817 -1.470
H -0.070 -2.385 0.190
H -0.684 -0.831 1.910
H 1.055 -0.577 1.701
H -0.029 1.233 2.937
H 0.432 1.919 1.376
H -1.253 1.362 1.787
H -1.646 0.973 -0.229
H -2.120 -0.733 0.044
H -0.863 0.587 -2.478
H -2.610 0.145 -2.336
H -1.413 -1.056 -2.450
C -7.031 -1.679 2.749
C -8.194 -0.681 2.971
N -8.278 0.323 1.870
C -7.043 1.160 1.732
C -6.643 1.883 3.033
C -9.581 1.007 2.001
C -9.872 1.906 0.737
H -6.028 -1.269 2.872
H -7.109 -2.181 1.785
H -7.186 -2.461 3.493
H -9.155 -1.194 2.991
H -8.070 -0.241 3.961
H -7.139 1.839 0.885
H -6.250 0.490 1.402
H -7.520 2.428 3.380
H -5.786 2.515 2.799
H -6.320 1.300 3.895
H -10.399 0.304 2.155
H -9.590 1.580 2.928
H -9.981 1.362 -0.201
H -10.750 2.522 0.930
H -9.068 2.640 0.683
C 2.421 -6.582 8.244
C 1.770 -5.381 7.551
N 1.294 -5.481 6.160
C 0.198 -6.404 6.012
C -0.679 -6.026 4.712
C 2.289 -5.813 5.169
C 3.041 -4.510 4.933
H 3.423 -6.770 7.858
H 1.840 -7.503 8.211
H 2.643 -6.391 9.294
H 0.901 -5.097 8.145
H 2.455 -4.537 7.632
H 0.598 -7.418 6.013
H -0.463 -6.226 6.861
H -0.215 -6.330 3.774
H -1.610 -6.592 4.719
H -0.899 -4.959 4.694
H 1.885 -6.176 4.224
H 3.092 -6.460 5.520
H 3.462 -4.002 5.801
H 2.337 -3.823 4.463
H 3.797 -4.709 4.173
C -0.165 -1.603 -8.986
C 0.313 -1.253 -7.626
O -0.261 -1.816 -6.711
N 1.315 -0.399 -7.565
C 2.059 -0.023 -6.338
H -1.108 -1.092 -9.179
H -0.325 -2.674 -9.112
H 0.533 -1.142 -9.684
H 1.692 0.072 -8.374
H 1.669 0.975 -6.140
H 3.130 0.011 -6.539
H 1.799 -0.685 -5.512
*
```



No. 2
This record from the OMol25 dataset describes C36H71AsGe2N5OPdSSi3 as an isolated structure at a distorted geometry. The level of theory is ωB97M-V/def2-TZVPD.

Its largest force on an atom is 1.83 eV/A. The orbital gap (alpha / beta) comes out at 6.28 / 5.57 eV. For the energy relative to the best compared isomer or geometry (same formula, charge and spin), the calculation gives 82.11 kcal per mole. The calculation puts the HOMO energy (alpha / beta) at -11.3 / -13.0 eV. For the total energy, the calculation gives -259787.27055 eV.

```
! RIJCOSX wB97M-V def2-TZVPD def2/J DEFGRID3
* xyz 2 4
Pd -0.131 -0.666 -0.397
C 4.945 1.609 -1.877
Si 4.671 0.556 -0.293
C 5.088 1.565 1.289
C 5.680 -1.064 -0.487
As 2.069 0.087 0.101
Si 1.944 -0.908 2.293
C 1.916 0.517 3.577
C 0.575 -2.201 2.647
C 3.556 -1.913 2.570
Si 0.629 -1.112 -2.594
C -0.522 -2.448 -3.349
C 0.402 0.501 -3.601
C 2.465 -1.644 -2.879
H 5.916 1.378 -2.305
H 4.941 2.672 -1.657
H 4.197 1.421 -2.642
H 6.106 1.376 1.620
H 4.411 1.308 2.102
H 5.004 2.633 1.103
H 6.737 -0.814 -0.518
H 5.444 -1.569 -1.419
H 5.535 -1.761 0.332
H 1.247 1.318 3.281
H 2.902 0.955 3.697
H 1.613 0.160 4.556
H -0.286 -2.089 1.991
H 0.230 -2.107 3.674
H 0.951 -3.215 2.530
H 4.443 -1.292 2.536
H 3.677 -2.717 1.851
H 3.513 -2.371 3.551
H -1.565 -2.285 -3.094
H -0.238 -3.446 -3.036
H -0.432 -2.399 -4.430
H -0.585 0.932 -3.453
H 0.514 0.273 -4.655
H 1.142 1.251 -3.340
H 2.848 -2.349 -2.149
H 3.113 -0.773 -2.864
H 2.550 -2.106 -3.858
C -4.446 2.748 1.002
Ge -3.128 3.258 -0.459
C -2.897 5.244 -0.325
C -4.057 2.857 -2.212
Ge -0.433 1.982 -0.411
C 0.298 3.216 -1.873
C 1.676 3.335 -2.005
C 2.227 4.135 -2.990
C 1.408 4.812 -3.876
C 0.035 4.677 -3.775
C -0.510 3.879 -2.783
C 0.101 3.117 1.200
C -0.824 3.667 2.076
C -0.429 4.468 3.136
C 0.914 4.725 3.344
C 1.851 4.163 2.497
C 1.447 3.366 1.441
H -5.440 2.954 0.613
H -4.288 3.365 1.882
H -4.385 1.706 1.298
H -3.897 5.669 -0.384
H -2.293 5.640 -1.134
H -2.443 5.536 0.616
H -5.116 2.727 -2.011
H -3.677 1.976 -2.719
H -3.931 3.712 -2.869
H 2.332 2.785 -1.333
H 3.299 4.229 -3.067
H 1.840 5.438 -4.640
H -0.614 5.188 -4.470
H -1.585 3.768 -2.722
H -1.880 3.464 1.933
H -1.171 4.900 3.793
H 1.229 5.357 4.158
H 2.902 4.351 2.651
H 2.201 2.928 0.793
C 2.399 -5.790 0.365
C 2.750 -4.518 -0.395
N 1.672 -3.578 -0.180
C 0.364 -3.938 -0.229
N -0.536 -2.985 -0.209
C -1.926 -3.387 -0.144
C -2.192 -4.662 -0.936
C -1.282 -5.746 -0.392
N 0.075 -5.255 -0.252
C 1.077 -6.304 -0.186
H 2.299 -5.567 1.430
H 3.169 -6.549 0.238
H 2.875 -4.760 -1.458
H 3.681 -4.076 -0.035
H 1.850 -2.578 -0.171
H -2.546 -2.577 -0.535
H -2.213 -3.554 0.907
H -1.997 -4.499 -1.997
H -3.231 -4.962 -0.823
H -1.264 -6.609 -1.065
H -1.642 -6.086 0.586
H 1.217 -6.720 -1.194
H 0.688 -7.102 0.452
C -1.467 1.135 4.241
S -2.053 0.677 2.575
C -2.793 -0.925 3.086
O -0.835 0.306 1.797
H -2.344 1.279 4.864
H -0.913 2.066 4.168
H -0.828 0.357 4.646
H -3.774 -0.727 3.503
H -2.173 -1.428 3.818
H -2.880 -1.541 2.197
C -5.669 -0.980 0.697
N -4.996 -0.571 -0.515
C -5.878 -0.204 -1.603
C -3.723 -0.381 -0.622
N -2.585 -0.229 -0.787
H -6.439 -1.707 0.433
H -6.157 -0.130 1.184
H -4.983 -1.449 1.397
H -6.552 -1.037 -1.805
H -5.306 0.016 -2.500
H -6.476 0.669 -1.329
*
```



No. 3
This record from the OMol25 dataset describes a 3-piece molecular cluster, C3H8N2O2 overall at a distorted geometry. The level of theory is ωB97M-V/def2-TZVPD.

Its largest force on an atom is 1.15 eV/A. The orbital gap comes out at 9.80 eV. The SMILES is c1c[nH]cn1.O.O. For the energy relative to the best compared isomer or geometry (same formula, charge and spin), the calculation gives 20.03 kcal per mole. The calculation puts the HOMO energy at -9.1 eV. For the total energy, the calculation gives -10316.08368 eV.

```
! RIJCOSX wB97M-V def2-TZVPD def2/J DEFGRID3
* xyz 0 1
C -2.000 0.549 -0.236
C -1.509 -0.698 -0.469
N -0.662 -0.953 0.571
C -0.570 0.191 1.282
N -1.378 1.123 0.850
H -2.675 1.112 -0.861
H -1.888 -1.467 -1.121
H 0.056 -1.664 0.546
H 0.082 0.355 2.129
H 2.397 -1.753 -1.231
H 2.144 -0.366 -0.639
O 2.104 -1.315 -0.426
H 0.598 1.738 -0.452
H 1.751 1.593 0.499
O 1.550 1.554 -0.443
*
```



No. 4
This record from the OMol25 dataset describes C2H5N2O2 as an isolated structure at a distorted geometry. The level of theory is ωB97M-V/def2-TZVPD.

Its largest force on an atom is 5.69 eV/A. The orbital gap comes out at 10.22 eV. For the energy relative to the best compared isomer or geometry (same formula, charge and spin), the calculation gives 125.62 kcal per mole. The calculation puts the HOMO energy at -16.2 eV. For the total energy, the calculation gives -9216.68995 eV.

```
! RIJCOSX wB97M-V def2-TZVPD def2/J DEFGRID3
* xyz 1 1
C 0.459 -0.948 0.535
C 0.005 0.419 0.024
N -0.298 -1.571 -0.586
N -0.497 -0.412 -1.113
O -0.435 -2.720 -0.872
O -1.458 0.008 -2.059
H 1.594 -1.011 0.492
H 0.307 -1.414 1.463
H -0.858 0.805 0.621
H 0.541 1.197 -0.315
H -1.511 0.926 -2.098
*
```



No. 5
This record from the OMol25 dataset describes a 3-piece molecular cluster, C3H12NO4 overall at a distorted geometry. The level of theory is ωB97M-V/def2-TZVPD.

Its largest force on an atom is 1.52 eV/A. The orbital gap comes out at 11.31 eV. For the energy relative to the best compared isomer or geometry (same formula, charge and spin), the calculation gives 25.14 kcal per mole. The calculation puts the HOMO energy at -14.5 eV. For the total energy, the calculation gives -12979.48384 eV.

```
! RIJCOSX wB97M-V def2-TZVPD def2/J DEFGRID3
* xyz 1 1
O -1.940 1.725 0.607
C -0.911 0.861 0.411
C -1.524 -0.250 -0.461
N -0.731 -1.480 -0.753
C -1.425 -2.723 -0.313
O 0.201 1.017 0.791
H -1.700 2.365 1.284
H -1.743 0.240 -1.427
H -2.521 -0.491 -0.087
H -0.638 -1.498 -1.769
H 0.258 -1.381 -0.399
H -0.844 -3.618 -0.524
H -2.357 -2.913 -0.879
H -1.740 -2.551 0.731
H 4.083 2.256 0.084
H 3.062 1.631 0.955
O 3.174 1.917 0.041
H 2.123 -0.107 0.366
H 2.599 -1.466 -0.147
O 1.895 -0.813 -0.250
*
```



No. 6
This record from the OMol25 dataset describes C3H5NO2 in the gas phase. The level of theory is ωB97M-V/def2-TZVPD.

Its largest force on an atom is 0.37 eV/A. The orbital gap comes out at 11.20 eV. The SMILES is [H]/N=C1/COCO1. For the energy relative to the best compared isomer or geometry (same formula, charge and spin), the calculation gives 31.82 kcal per mole. The calculation puts the HOMO energy at -10.3 eV. For the total energy, the calculation gives -8776.31501 eV.

```
! RIJCOSX wB97M-V def2-TZVPD def2/J DEFGRID3
* xyz 0 1
N 1.819 -1.028 -0.553
C 0.795 -0.380 -0.215
C -0.374 -0.910 0.567
O -1.431 -0.051 0.171
C -0.839 1.184 -0.117
O 0.513 0.923 -0.490
H 2.470 -0.462 -1.095
H -0.603 -1.941 0.300
H -0.158 -0.829 1.644
H -1.337 1.646 -0.977
H -0.854 1.847 0.764
*
```



No. 7
This record from the OMol25 dataset describes C5H3NO2S3 in the gas phase at a distorted geometry. The level of theory is ωB97M-V/def2-TZVPD.

Its largest force on an atom is 2.77 eV/A. The orbital gap comes out at 8.31 eV. The SMILES is O=S1(=O)NC(=S)c2ccsc21. The calculation puts the HOMO energy at -9.4 eV. For the total energy, the calculation gives -43322.79512 eV.

```
! RIJCOSX wB97M-V def2-TZVPD def2/J DEFGRID3
* xyz 0 1
C -1.811 0.511 -0.106
C -1.743 1.871 0.038
C -0.539 -0.101 -0.108
C 0.475 0.879 -0.068
C -0.121 -1.501 -0.068
N 1.239 -1.551 -0.089
O 2.765 0.033 1.235
O 2.760 0.057 -1.207
S -1.119 -2.766 0.086
S -0.113 2.476 0.069
S 2.040 -0.070 0.014
H -2.771 -0.104 -0.224
H -2.576 2.631 0.021
H 1.512 -2.364 0.406
*
```